Arrangement i

Density functional theory data (the ωB97M-V functional and the def2-TZVPD basis) for C2H4ClOP as an isolated structure.

CARTESIAN COORDINATES (ANGSTROEM)
C 0.282 0.927 0.396
C 0.394 -0.250 -0.754
O -1.002 0.601 0.913
P -1.347 -0.713 -0.194
Cl -0.899 -2.223 1.043
H 1.153 0.876 1.113
H 0.093 1.888 -0.156
H 0.257 0.047 -1.810
H 1.067 -1.153 -0.552

Summary:
HOMO-LUMO gap, eV: 10.165
HOMO, eV: -9.42

These are the Löwdin partial charges, in e, on atoms 1 to 8: C -0.30; C -0.34; O -0.46; P 0.54; Cl 0.22; H 0.12; H 0.11; H 0.05

=====

Arrangement ii

Density functional theory data (the ωB97M-V functional and the def2-TZVPD basis) for one molecule with the formula C2H4ClOP.

CARTESIAN COORDINATES (ANGSTROEM)
C -0.248 -0.138 -0.524
C -1.538 -0.124 0.197
O 3.781 0.312 -0.385
P 2.615 0.716 0.388
Cl 1.038 -1.007 0.252
H 0.230 0.839 -0.983
H -2.227 0.583 -0.316
H -1.439 -0.032 1.328
H -2.213 -1.148 0.043

Summary:
HOMO-LUMO gap (spin up / spin down), eV: 6.016 / 8.891
HOMO (spin up / spin down), eV: -7.00 / -8.96

These are the Löwdin partial charges, in e, on atoms 1 to 8: C -0.59; C -0.23; O -0.61; P 0.56; Cl 0.55; H 0.05; H 0.07; H 0.08

=====

Arrangement iii

Density functional theory data (the ωB97M-V functional and the def2-TZVPD basis) for a 2-piece molecular cluster, C2H4ClOP overall.

CARTESIAN COORDINATES (ANGSTROEM)
C -1.239 0.895 -1.078
P -1.561 -0.437 -0.139
Cl -0.578 -1.946 -1.119
H -1.601 1.889 -0.655
H -0.609 0.876 -2.016
C 1.358 -0.335 1.323
O 2.236 0.273 1.821
H 1.443 -1.444 1.056
H 0.549 0.230 0.806

Summary:
HOMO-LUMO gap, eV: 9.061
HOMO, eV: -9.47
Structure (SMILES): C=PCl.C=O

These are the Löwdin partial charges, in e, on atoms 1 to 8: C -0.46; P 0.45; Cl 0.11; H 0.02; H 0.02; C -0.21; O 0.01; H 0.08

=====

It is arrangement i that is the most stable of them.

=====

Arrangement i

Density functional theory data (the ωB97M-V functional and the def2-TZVPD basis) for a 2-piece molecular cluster, C3H11NOS2 overall.

CARTESIAN COORDINATES (ANGSTROEM)
C 1.993 1.296 0.306
C 0.474 1.424 0.202
N 0.133 2.858 0.026
C -0.212 0.832 1.467
S 0.060 -0.922 1.666
S -0.952 -1.706 -0.090
H 2.285 1.267 1.369
H 2.466 2.210 -0.051
H 2.459 0.386 -0.059
H 0.170 0.858 -0.683
H -0.882 2.932 0.070
H 0.337 3.044 -0.949
H -1.279 1.069 1.481
H 0.272 1.349 2.292
H -1.728 -0.626 -0.078
O -0.493 -1.284 -4.034
H -1.260 -1.070 -4.568
H -0.290 -0.505 -3.530

Summary:
HOMO-LUMO gap, eV: 8.637
HOMO, eV: -8.49
Structure (SMILES): C[C@H](N)CSS.O

These are the Löwdin partial charges, in e, on atoms 1 to 8: C -0.09; C -0.54; N 0.02; C -0.58; S 0.48; S 0.35; H 0.07; H 0.07

=====

Arrangement ii

Density functional theory data (the ωB97M-V functional and the def2-TZVPD basis) for a 2-piece molecular cluster, C3H11NOS2 overall.

CARTESIAN COORDINATES (ANGSTROEM)
C -2.000 -2.505 -1.764
S -1.046 -1.503 -0.536
S -1.538 0.444 -0.892
C -0.042 1.230 -0.179
C 1.243 0.436 0.090
N 2.285 1.464 0.345
H -2.435 -1.688 -2.351
H -2.793 -3.041 -1.262
H -1.314 -3.058 -2.393
H 0.213 2.094 -0.789
H -0.430 1.580 0.776
H 1.140 -0.187 0.979
H 1.538 -0.173 -0.756
H 3.052 1.245 -0.293
H 2.799 1.402 1.219
O 2.895 1.220 3.948
H 2.286 0.776 3.385
H 2.602 2.116 4.015

Summary:
HOMO-LUMO gap, eV: 8.318
HOMO, eV: -7.73
Structure (SMILES): CSSCCN.O

These are the Löwdin partial charges, in e, on atoms 1 to 8: C -0.42; S 0.42; S 0.47; C -0.56; C -0.36; N -0.02; H 0.00; H 0.02

=====

It is arrangement i that is the most stable of them.

=====

Arrangement i

Density functional theory data (the ωB97M-V functional and the def2-TZVPD basis) for a 2-piece molecular cluster, C3H11NOS2 overall.

CARTESIAN COORDINATES (ANGSTROEM)
C -0.740 -2.682 1.386
S -1.015 -0.949 0.836
S -0.132 -0.496 -0.875
C 1.671 -0.309 -0.774
C 2.195 0.766 0.181
N 1.482 2.072 0.147
H 0.266 -3.044 1.334
H -1.077 -2.698 2.427
H -1.524 -3.260 0.882
H 1.902 -0.116 -1.835
H 2.243 -1.242 -0.621
H 3.159 1.095 -0.202
H 2.240 0.514 1.232
H 1.613 2.499 -0.759
H 0.497 1.962 0.333
O -2.163 2.877 -0.734
H -2.480 1.986 -0.998
H -1.403 2.752 -0.180

Summary:
HOMO-LUMO gap, eV: 9.353
HOMO, eV: -8.73
Structure (SMILES): CSSCCN.O

These are the Löwdin partial charges, in e, on atoms 1 to 8: C -0.42; S 0.39; S 0.44; C -0.54; C -0.32; N -0.02; H 0.02; H 0.03

=====

Arrangement ii

Density functional theory data (the ωB97M-V functional and the def2-TZVPD basis) for a 2-piece molecular cluster, C3H11NOS2 overall.

CARTESIAN COORDINATES (ANGSTROEM)
N -1.695 1.899 -1.906
C -0.185 1.468 -1.548
C -0.169 1.317 -0.048
C 1.098 0.530 0.390
S 1.079 -1.269 -0.203
S -0.729 -1.505 -1.365
H -1.794 2.046 -2.906
H -2.065 0.977 -1.708
H 0.376 2.417 -1.802
H 0.293 0.663 -2.054
H -0.972 0.672 0.371
H -0.242 2.373 0.432
H 1.471 0.617 1.462
H 2.052 0.914 -0.011
H -0.846 -2.792 -0.759
O 0.450 0.376 5.230
H -0.381 0.845 5.448
H 0.316 -0.540 5.356

Summary:
HOMO-LUMO gap, eV: 8.649
HOMO, eV: -8.47
Structure (SMILES): NCCCSS.O

These are the Löwdin partial charges, in e, on atoms 1 to 8: N 0.00; C -0.32; C -0.33; C -0.52; S 0.43; S 0.33; H 0.04; H 0.00

=====

It is arrangement i that is the most stable of them.

=====

Arrangement i

Density functional theory data (the ωB97M-V functional and the def2-TZVPD basis) for a 2-piece molecular cluster, C3H11NOS2 overall.

CARTESIAN COORDINATES (ANGSTROEM)
N -3.954 1.492 0.683
C -2.683 0.793 0.976
C -1.606 0.440 -0.152
C -0.407 -0.288 0.332
S 0.682 -1.331 -0.850
S 1.372 0.359 -2.006
H -4.658 1.492 1.395
H -3.706 2.285 0.089
H -2.959 -0.155 1.286
H -2.188 1.192 1.830
H -1.229 1.343 -0.643
H -2.127 -0.218 -0.903
H -0.751 -1.198 0.802
H 0.327 0.404 0.916
H 0.218 0.952 -1.610
O 3.988 -0.533 3.049
H 3.370 -1.288 3.286
H 4.784 -1.114 3.154

Summary:
HOMO-LUMO gap, eV: 8.639
HOMO, eV: -8.34
Structure (SMILES): NCCCSS.O

These are the Löwdin partial charges, in e, on atoms 1 to 8: N -0.01; C -0.26; C -0.28; C -0.57; S 0.40; S 0.30; H 0.06; H 0.07

=====

Arrangement ii

Density functional theory data (the ωB97M-V functional and the def2-TZVPD basis) for a 2-piece molecular cluster, C3H11NOS2 overall.

CARTESIAN COORDINATES (ANGSTROEM)
N 1.455 -1.031 -1.473
C 0.466 0.005 -1.243
C 0.652 0.420 0.127
C -0.776 0.917 0.509
S -1.092 2.564 -0.251
S -3.167 2.780 -0.319
H 1.312 -1.494 -2.386
H 2.454 -0.952 -1.286
H -0.528 -0.611 -1.479
H 0.446 0.839 -1.949
H 1.507 1.209 0.458
H 0.954 -0.469 0.800
H -0.781 1.015 1.680
H -1.807 0.457 0.168
H -3.456 3.352 0.828
O 0.625 -2.917 2.299
H 0.317 -2.603 1.395
H 1.422 -3.482 2.120

Summary:
HOMO-LUMO gap, eV: 9.312
HOMO, eV: -8.79
Structure (SMILES): NCCCSS.O

These are the Löwdin partial charges, in e, on atoms 1 to 8: N -0.04; C -0.39; C -0.32; C -0.58; S 0.39; S 0.32; H 0.08; H 0.07

=====

It is arrangement ii that is the most stable of them.

=====

Arrangement i

Density functional theory data (the ωB97M-V functional and the def2-TZVPD basis) for a 2-piece molecular cluster, C3H11NOS2 overall.

CARTESIAN COORDINATES (ANGSTROEM)
C 2.432 0.032 0.707
S 1.243 1.461 0.288
S 0.081 0.558 -0.909
C -1.617 1.425 -0.681
C -2.074 1.102 0.690
N -2.122 -0.299 1.078
H 3.513 0.319 1.023
H 2.229 -0.565 1.532
H 2.354 -0.706 -0.151
H -2.332 0.975 -1.512
H -1.486 2.461 -0.816
H -2.979 1.586 0.953
H -1.336 1.471 1.337
H -2.601 -0.929 0.451
H -1.149 -0.740 1.132
O 1.992 -2.792 -2.126
H 1.165 -2.746 -1.521
H 2.687 -2.612 -1.475

Summary:
HOMO-LUMO gap, eV: 8.368
HOMO, eV: -7.86
Structure (SMILES): CSSCCN.O

These are the Löwdin partial charges, in e, on atoms 1 to 8: C -0.40; S 0.39; S 0.40; C -0.43; C -0.42; N -0.03; H 0.07; H -0.02

=====

Arrangement ii

Density functional theory data (the ωB97M-V functional and the def2-TZVPD basis) for a 2-piece molecular cluster, C3H11NOS2 overall.

CARTESIAN COORDINATES (ANGSTROEM)
C -2.745 1.338 0.534
S -1.796 0.387 -0.746
S -0.962 -1.071 0.499
C 0.462 -0.120 1.210
C 1.596 0.354 0.303
N 2.385 -0.792 -0.142
H -2.102 1.386 1.409
H -3.031 2.337 0.222
H -3.610 0.726 0.757
H 0.871 -0.687 2.041
H -0.048 0.778 1.572
H 2.288 0.950 0.898
H 1.206 1.012 -0.475
H 1.980 -1.362 -0.875
H 3.291 -0.515 -0.515
O 0.186 -1.476 -2.619
H 0.051 -0.918 -1.838
H -0.023 -2.327 -2.237

Summary:
HOMO-LUMO gap, eV: 9.654
HOMO, eV: -9.06
Structure (SMILES): CSSCCN.O

These are the Löwdin partial charges, in e, on atoms 1 to 8: C -0.43; S 0.47; S 0.51; C -0.52; C -0.35; N -0.01; H 0.00; H 0.03

=====

Arrangement iii

Density functional theory data (the ωB97M-V functional and the def2-TZVPD basis) for a 2-piece molecular cluster, C3H11NOS2 overall.

CARTESIAN COORDINATES (ANGSTROEM)
C -0.135 -2.789 -0.947
S 0.838 -1.320 -1.407
S 1.235 -0.489 0.497
C -0.416 -0.292 1.130
C -1.206 1.010 1.065
N -0.625 2.073 0.357
H -1.159 -2.477 -0.682
H -0.146 -3.436 -1.871
H 0.370 -3.268 -0.104
H -0.066 -0.482 2.133
H -1.110 -1.045 0.844
H -1.305 1.171 2.110
H -2.169 0.538 0.696
H 0.001 1.778 -0.330
H -1.413 2.537 -0.160
O 2.480 2.043 -1.503
H 1.984 1.644 -0.775
H 2.842 2.804 -1.052

Summary:
HOMO-LUMO gap, eV: 9.279
HOMO, eV: -8.67
Structure (SMILES): CSSCCN.O

These are the Löwdin partial charges, in e, on atoms 1 to 8: C -0.48; S 0.45; S 0.56; C -0.57; C -0.36; N 0.01; H 0.02; H 0.05

=====

Arrangement iv

Density functional theory data (the ωB97M-V functional and the def2-TZVPD basis) for C3H11NOS2 as an isolated structure.

CARTESIAN COORDINATES (ANGSTROEM)
N 1.554 -0.202 -1.763
C 0.723 -0.714 -0.676
C 0.621 0.225 0.512
S -1.257 1.225 1.191
S -2.517 0.674 -0.409
C -3.247 -0.858 0.250
H 2.405 0.087 -1.280
H 1.179 0.671 -2.127
H 1.079 -1.726 -0.466
H -0.350 -0.832 -0.910
H -0.206 1.115 0.209
H 0.988 -0.318 1.397
H -2.565 -1.688 0.040
H -4.194 -1.073 -0.247
H -3.354 -0.743 1.332
H 3.369 2.080 1.210
H 2.430 0.939 0.704
O 3.342 1.137 1.033

Summary:
HOMO-LUMO gap, eV: 7.887
HOMO, eV: -8.19

These are the Löwdin partial charges, in e, on atoms 1 to 8: N 0.00; C -0.38; C -0.27; S 0.49; S 0.46; C -0.46; H 0.05; H 0.07

=====

It is arrangement ii that is the most stable of them.

=====

Arrangement i

Density functional theory data (the ωB97M-V functional and the def2-TZVPD basis) for a 2-piece molecular cluster, C4H15NSi2 overall.

CARTESIAN COORDINATES (ANGSTROEM)
C -2.342 -0.216 1.283
C 1.156 0.751 -2.637
C 2.383 0.687 -0.472
C -1.154 -0.742 0.406
N 1.064 0.805 -1.149
Si -0.314 -2.070 1.304
Si -0.404 0.896 -0.271
H -1.952 0.366 2.232
H -2.883 0.526 0.608
H -3.024 -1.020 1.583
H 2.121 0.354 -2.964
H 0.439 -0.024 -2.890
H 1.005 1.714 -3.138
H 3.031 -0.043 -0.951
H 3.000 1.571 -0.571
H 2.093 0.523 0.653
H -1.740 -1.029 -0.459
H -1.406 -2.795 2.115
H 0.398 -1.602 2.522
H 0.594 -2.709 0.250
H 0.003 1.889 2.198
H -1.237 1.449 -1.280

Summary:
HOMO-LUMO gap (spin up / spin down), eV: 7.910 / 7.557
HOMO (spin up / spin down), eV: -8.32 / -7.94

These are the Löwdin partial charges, in e, on atoms 1 to 8: C -0.29; C -0.12; C -0.14; C -0.71; N -0.39; Si 0.56; Si 0.65; H 0.06

=====

Arrangement ii

Density functional theory data (the ωB97M-V functional and the def2-TZVPD basis) for a 2-piece molecular cluster, C4H15NSi2 overall.

CARTESIAN COORDINATES (ANGSTROEM)
C 1.248 -1.425 0.775
C -2.792 0.653 0.710
C -1.929 -0.842 -0.904
C 1.303 -0.239 -0.218
N -1.639 0.236 -0.011
Si 3.121 0.384 -0.108
Si -0.148 1.124 -0.004
H 1.347 -1.185 1.917
H 0.360 -1.988 0.518
H 2.074 -2.070 0.758
H -2.518 1.604 1.186
H -3.717 0.993 0.143
H -2.966 0.095 1.579
H -1.935 -1.851 -0.450
H -2.861 -0.765 -1.454
H -1.309 -0.948 -1.702
H 0.963 -0.675 -1.131
H 3.252 1.171 -1.357
H 3.805 -0.924 0.055
H 3.413 1.448 0.770
H 0.314 2.601 -1.626
H 0.031 1.896 1.201

Summary:
HOMO-LUMO gap, eV: 9.127
HOMO, eV: -8.47

These are the Löwdin partial charges, in e, on atoms 1 to 8: C -0.24; C -0.17; C -0.16; C -0.63; N -0.36; Si 0.62; Si 0.62; H 0.11

=====

It is arrangement ii that is the most stable of them.